Record 1
This record from OMol25 describes C29H27BF4N3P2Pt as an isolated structure. The level of theory is ωB97M-V with the def2-TZVPD basis set.

Positions of all 67 atoms, in Å:
Pt  2.0440  -0.2220  -0.0394
N  1.8053  -2.3159  2.2042
P  1.6827  -0.9731  3.1258
C  2.3062  -1.2300  4.7248
C  1.7833  -0.4744  5.7850
C  2.3082  -0.6534  7.0515
C  3.3408  -1.5615  7.2560
C  3.8639  -2.3052  6.2005
C  3.3540  -2.1440  4.9284
C  2.3973  0.3257  2.0965
C  1.5642  1.3242  1.5185
C  2.1574  2.2833  0.6691
C  3.5353  2.2801  0.4835
C  4.3741  1.3948  1.1986
C  3.8230  0.4355  2.0075
P  1.5326  -2.3113  0.4905
C  -0.1582  -2.7419  0.1932
C  -1.1255  -1.7285  0.1733
C  -2.4647  -2.0581  0.0759
C  -2.8435  -3.3952  0.0031
C  -1.8879  -4.4034  0.0289
C  -0.5432  -4.0864  0.1264
C  2.6439  -3.5240  -0.1621
C  3.8380  -3.8483  0.4858
C  4.7041  -4.7611  -0.0923
C  4.3909  -5.3317  -1.3199
C  3.2136  -4.9909  -1.9787
C  2.3371  -4.0848  -1.4094
H  1.6484  -3.2058  2.6780
H  0.9740  0.2293  5.6305
H  1.9084  -0.0889  7.8823
H  3.7419  -1.6964  8.2518
H  4.6636  -3.0107  6.3781
H  3.7573  -2.7246  4.1073
H  0.5051  1.3668  1.7360
H  1.5367  3.0301  0.1923
H  3.9806  3.0106  -0.1807
H  5.4482  1.4806  1.1056
H  4.4550  -0.2501  2.5603
H  -0.8288  -0.6863  0.2285
H  -3.2163  -1.2808  0.0550
H  -3.8921  -3.6504  -0.0740
H  -2.1891  -5.4405  -0.0272
H  0.1910  -4.8810  0.1531
H  4.0870  -3.4032  1.4411
H  5.6202  -5.0325  0.4140
H  5.0667  -6.0491  -1.7661
H  2.9764  -5.4439  -2.9318
H  1.4167  -3.8299  -1.9225
F  0.2057  -0.5269  3.2545
B  -1.8013  1.7219  3.9141
F  -0.7875  1.9812  4.7174
F  -1.5589  1.7239  2.6025
F  -2.9757  1.3876  4.3596
N  2.2486  -1.3959  -6.0678
C  2.1820  -1.1997  -4.7558
C  0.9564  -0.9092  -4.1086
C  0.9326  -0.6845  -2.7656
N  2.0471  -0.7315  -1.9943
C  3.2241  -1.0493  -2.5940
C  3.3319  -1.2788  -3.9311
H  1.4321  -1.3204  -6.6528
H  3.1250  -1.5786  -6.5293
H  0.0349  -0.8442  -4.6708
H  0.0063  -0.4471  -2.2611
H  4.0944  -1.1110  -1.9539
H  4.3005  -1.5122  -4.3517

Charge ... +3
Spin multiplicity ... 1
Calculated total energy ... -68335.341 eV
Frontier orbital gap ... 0.252 Ha

---

Record 2
This record from OMol25 describes a 2-piece molecular cluster, C3H11NOS overall. The level of theory is ωB97M-V with the def2-TZVPD basis set.

Positions of all 17 atoms, in Å:
C  2.7646  0.2993  0.6101
N  1.6084  0.1321  -0.3554
C  0.5090  0.9951  0.1053
C  -0.7368  0.7281  -0.7594
S  -2.3584  0.2604  0.0293
H  2.6613  -0.1681  1.5716
H  2.8563  1.3605  0.8578
H  3.7237  0.0287  0.1396
H  1.8402  0.2999  -1.3302
H  0.2791  0.8230  1.2729
H  0.9150  2.0407  -0.0635
H  -1.0497  1.6108  -1.2418
H  -0.3740  -0.1398  -1.4479
H  -1.9326  -0.9589  0.4437
H  0.3819  -2.9915  0.6655
H  0.9215  -1.6256  0.0568
O  0.1292  -2.1882  0.1697

Spin multiplicity ... 1
Calculated total energy ... -17661.284 eV
Structure (SMILES) ... CNCCS.O
Frontier orbital gap ... 0.353 Ha

---

Record order is preserved below.
Largest force on an atom: 0.2; 2.8 eV/Å
Record order is preserved below.
Lowest unoccupied orbital energy: -0.3674; 0.0316 Ha
Record order is preserved below.
E_HOMO: -16.843; -8.755 eV